Record 1
This record from the OMol25 dataset describes a structure of composition C43H61CsN10O2. The level of theory is the ωB97M-V functional and the def2-TZVPD basis.

Output
Largest force on an atom in eV/Å: 2.24
Lowest unoccupied orbital energy in hartree: 0.137
Gap between HOMO and LUMO in eV: 4.886
Net charge: -2
Electronic energy in a.u.: -2393.4002

Element x y z (Å)
Cs1 0.59005 0.09795 -0.18874
C1 -1.28635 6.51825 -1.01908
C2 -0.11222 5.61991 -1.42167
C3 0.17783 4.55816 -0.40891
C4 1.17281 4.52277 0.51542
C5 2.22504 5.55173 0.78576
C6 1.89186 6.42873 1.99698
C7 1.02884 3.24189 1.22906
N1 -0.03683 2.58259 0.75544
C8 -0.57832 3.30638 -0.24581
C9 -1.66815 2.90231 -1.02776
C10 -2.38572 1.68654 -0.99841
C11 -3.54862 1.36330 -1.83093
C12 -4.20273 2.28715 -2.81139
C13 -5.11034 3.31729 -2.13232
C14 -3.90467 0.08648 -1.51422
C15 -2.94812 -0.37018 -0.50025
C16 -2.92699 -1.63775 0.10871
C17 -2.04917 -2.12914 1.08934
N2 -0.97263 -1.46927 1.55856
C18 -0.42025 -2.19369 2.54218
C19 0.67905 -1.79353 3.33196
C20 1.35289 -0.56506 3.34352
N3 1.07226 0.47680 2.54063
C21 1.89699 1.49171 2.84651
C22 1.90044 2.75113 2.22064
C23 2.79037 1.08097 3.94216
C24 2.45093 -0.19830 4.25173
C25 3.01545 -1.06270 5.33703
C26 2.15783 -1.03906 6.60615
C27 3.87413 1.91865 4.54856
C28 5.15430 1.91498 3.70734
C29 -1.17783 -3.43858 2.71779
C30 -2.19372 -3.39772 1.80944
C31 -3.29634 -4.39112 1.61424
C32 -4.58426 -3.99533 2.34409
C33 -0.90948 -4.48352 3.75658
C34 -1.45149 -4.09883 5.13722
N4 -2.08136 0.62505 -0.23444
C35 -4.98229 -0.74479 -2.13968
C36 -4.43556 -1.65289 -3.24636
H1 -1.50214 7.26417 -1.78914
H2 -1.06665 7.04145 -0.08560
H3 -2.18659 5.92343 -0.85533
H4 0.77807 6.23572 -1.57446
H5 -0.32242 5.15058 -2.38634
H6 2.35846 6.18576 -0.09499
H7 3.18617 5.05690 0.95357
H8 0.96185 6.97543 1.82787
H9 2.68557 7.15381 2.19980
H10 1.75126 5.81307 2.88709
H11 -1.99629 3.61278 -1.78185
H12 -4.78536 1.70853 -3.53449
H13 -3.43401 2.80683 -3.39106
H14 -5.91540 2.81696 -1.58969
H15 -5.55598 4.00262 -2.85895
H16 -4.54341 3.90383 -1.40763
H17 -3.72715 -2.30897 -0.19464
H18 1.01717 -2.51778 4.06989
H19 2.68358 3.43361 2.54049
H20 4.03243 -0.73964 5.58011
H21 3.10076 -2.09355 4.98030
H22 2.09295 -0.02371 7.00234
H23 2.56914 -1.68864 7.38452
H24 1.14129 -1.36706 6.38341
H25 4.10234 1.56090 5.55765
H26 3.52099 2.94775 4.66308
H27 5.55221 0.90166 3.62429
H28 5.92605 2.55487 4.14491
H29 4.94705 2.26617 2.69570
H30 -2.97323 -5.37773 1.96097
H31 -3.50942 -4.49741 0.54616
H32 -4.41387 -3.94763 3.42147
H33 -5.39142 -4.70896 2.15419
H34 -4.91270 -3.00633 2.02159
H35 0.16876 -4.65775 3.83595
H36 -1.35116 -5.43623 3.44793
H37 -1.02201 -3.15014 5.46259
H38 -1.22096 -4.86024 5.88840
H39 -2.53483 -3.96988 5.09925
H40 -5.76051 -0.09578 -2.55279
H41 -5.47063 -1.35826 -1.37595
H42 -3.96552 -1.05464 -4.02983
H43 -5.22453 -2.26146 -3.69806
H44 -3.67035 -2.31992 -2.84576
C37 2.03816 -2.73473 -5.37872
N5 2.89775 -3.37519 -4.38010
C38 4.30934 -3.23015 -4.73497
C39 2.66008 -2.89160 -3.04087
N6 2.30959 -1.74809 -2.67067
N7 2.93268 -3.94364 -2.14254
C40 2.51033 -4.01663 -0.81914
N8 3.04028 -5.18871 -0.21485
N9 1.72860 -3.18550 -0.28125
H45 2.21646 -3.22915 -6.33764
H46 2.21440 -1.65641 -5.47360
H47 0.99709 -2.89957 -5.09618
H48 4.51062 -3.79337 -5.64995
H49 4.93201 -3.63319 -3.93558
H50 4.57829 -2.17861 -4.89935
H51 2.25503 -1.07724 -3.44918
H52 2.99827 -4.83588 -2.60485
H53 4.03337 -5.27513 -0.38612
H54 2.85005 -5.20191 0.77667
H55 1.56767 -3.39989 0.70173
N10 -0.69251 -0.29111 -3.48228
C41 -0.84658 0.85734 -4.37500
C42 0.24043 0.85573 -5.44338
C43 1.64947 1.21114 -4.90189
O1 1.78992 2.37338 -4.49020
O2 2.51375 0.28754 -4.93755
H56 -0.76660 -1.15190 -4.01269
H57 -1.41080 -0.31494 -2.76519
H58 -0.76484 1.76699 -3.77538
H59 -1.83192 0.88096 -4.87327
H60 -0.01315 1.60236 -6.20196
H61 0.26560 -0.12724 -5.92814

---

Record 2
This record from the OMol25 dataset describes a structure of composition C43H61CsN10O2. The level of theory is the ωB97M-V functional and the def2-TZVPD basis.

Output
Largest force on an atom in eV/Å: 1.02
Lowest unoccupied orbital energy in hartree: 0.144
Gap between HOMO and LUMO in eV: 4.999
Net charge: -2
Electronic energy in a.u.: -2393.4192

Element x y z (Å)
Cs1 0.44971 0.99875 -0.71686
C1 -4.76946 -4.10942 -0.75500
C2 -3.45239 -4.10742 -1.54003
C3 -2.34771 -3.40905 -0.80634
C4 -1.39179 -3.96215 -0.00987
C5 -1.10976 -5.41485 0.22418
C6 0.05764 -5.91658 -0.63699
C7 -0.61458 -2.84276 0.51977
N1 -1.07559 -1.67154 0.01494
C8 -2.14037 -1.96288 -0.74259
C9 -2.98794 -1.00096 -1.34014
C10 -3.03094 0.36654 -1.09534
C11 -3.86349 1.35235 -1.82311
C12 -4.74912 0.96605 -2.97343
C13 -3.96771 0.86933 -4.28982
C14 -3.54360 2.56824 -1.30811
C15 -2.53155 2.30991 -0.25393
C16 -1.86031 3.31516 0.47033
C17 -0.81171 3.19430 1.40156
N2 -0.24398 2.04490 1.77289
C18 0.79672 2.33300 2.58628
C19 1.66473 1.38740 3.11510
C20 1.66264 -0.01190 2.88582
N3 0.93153 -0.63983 1.95495
C21 1.08542 -1.96916 2.16315
C22 0.38902 -2.97054 1.48110
C23 2.02996 -2.20943 3.24777
C24 2.40049 -0.97600 3.70079
C25 3.29391 -0.64859 4.85815
C26 2.51551 -0.34053 6.14285
C27 2.42608 -3.55076 3.78556
C28 1.40049 -4.12284 4.77121
C29 0.88158 3.79534 2.79528
C30 -0.11339 4.33641 2.04525
C31 -0.53985 5.76080 1.83871
C32 -1.75510 6.13941 2.69244
C33 1.93954 4.39559 3.67930
C34 1.84291 5.88292 4.00770
N4 -2.28989 0.99891 -0.15914
C35 -3.95626 3.96807 -1.66767
C36 -5.08342 4.14499 -2.67934
H1 -5.57301 -4.59934 -1.31366
H2 -5.07596 -3.08635 -0.53104
H3 -4.64312 -4.62961 0.19701
H4 -3.61356 -3.62849 -2.51092
H5 -3.15887 -5.13879 -1.75821
H6 -2.00345 -6.01062 0.01524
H7 -0.87224 -5.58609 1.27859
H8 -0.16392 -5.76728 -1.69633
H9 0.26229 -6.97870 -0.47525
H10 0.96380 -5.35297 -0.40283
H11 -3.72850 -1.36898 -2.04592
H12 -5.57777 1.66271 -3.08743
H13 -5.20472 -0.00538 -2.75956
H14 -3.51282 1.82988 -4.53975
H15 -4.61305 0.56480 -5.11965
H16 -3.15795 0.14425 -4.19565
H17 -2.16251 4.33127 0.23780
H18 2.40976 1.74929 3.81841
H19 0.63676 -3.98978 1.76745
H20 3.92425 0.21144 4.61064
H21 3.97848 -1.48235 5.04380
H22 1.82445 0.48748 5.97672
H23 3.18503 -0.07621 6.96762
H24 1.92097 -1.20506 6.44560
H25 3.39952 -3.47967 4.28082
H26 2.55740 -4.25587 2.95863
H27 1.29105 -3.46318 5.63445
H28 1.69480 -5.11427 5.12912
H29 0.42132 -4.20245 4.29601
H30 -0.79084 5.89660 0.78322
H31 0.27658 6.45163 2.03805
H32 -2.58646 5.46268 2.48795
H33 -2.08352 7.16337 2.49096
H34 -1.51950 6.05650 3.75610
H35 2.92019 4.19823 3.23251
H36 1.94053 3.83545 4.62016
H37 2.06009 6.50259 3.13761
H38 2.56515 6.14440 4.78503
H39 0.84747 6.14853 4.36954
H40 -3.06887 4.49511 -2.03433
H41 -4.23639 4.48954 -0.74614
H42 -4.83397 3.69857 -3.64292
H43 -5.27299 5.20824 -2.84546
H44 -6.01190 3.69175 -2.32650
C37 0.67460 -3.30582 -4.84118
N5 0.70541 -2.12943 -3.99095
C38 0.22395 -0.93763 -4.66525
C39 1.82473 -1.95747 -3.17465
N6 2.50461 -0.90557 -2.99206
N7 2.10524 -3.12742 -2.42423
C40 3.26406 -3.05964 -1.59534
N8 2.98014 -2.70227 -0.30783
N9 4.39188 -3.41010 -2.07684
H45 -0.35671 -3.50266 -5.14166
H46 1.06228 -4.16959 -4.30879
H47 1.27534 -3.16057 -5.75242
H48 -0.76675 -1.15175 -5.07053
H49 0.88404 -0.62490 -5.48530
H50 0.15301 -0.09638 -3.97998
H51 2.25144 -0.13116 -3.61547
H52 1.28587 -3.41569 -1.89726
H53 2.18981 -2.09549 -0.13744
H54 3.74535 -2.54643 0.32705
H55 5.12882 -3.24041 -1.39520
N10 3.61764 1.15499 -0.77180
C41 4.02864 2.39526 -1.42047
C42 3.67057 2.38631 -2.90103
C43 2.15201 2.46870 -3.22214
O1 1.47482 3.25962 -2.53312
O2 1.74334 1.73027 -4.15833
H56 3.95196 1.07322 0.17847
H57 3.85255 0.32530 -1.30457
H58 5.10770 2.59608 -1.31844
H59 3.49613 3.22516 -0.94756
H60 4.09308 1.50210 -3.38609
H61 4.13252 3.25928 -3.37454

---

Energy above the lowest of the compared OMol25 structures with the same formula, charge and spin in eV, matching the order above: 1.286 0.769